Entry from OMol25: C34H34BCo2NO8S as an isolated structure in a non-equilibrium geometry (ωB97M-V/def2-TZVPD).

Values from the calculation:
HOMO energy: -6.15 eV
ΔE to the lowest compared entry with this formula, charge and spin: 41.6 kJ/mol

Each line ends with the Mulliken charge.
Positions of all 81 atoms, in Å:
C: 0.91 -2.52 -6.53  -1.315
C: 0.96 -1.58 -5.39  0.706
C: 1.72 -0.44 -5.31  -1.004
C: 1.52 0.29 -4.10  -0.920
C: 0.60 -0.28 -3.25  0.701
B: 0.11 0.74 -1.96  0.820
C: 1.48 0.70 -1.05  -0.703
C: 1.87 -0.49 -0.46  0.014
C: 3.08 -0.59 0.21  -0.410
C: 3.96 0.53 0.27  0.942
N: 5.15 0.45 0.93  0.106
C: 6.17 1.46 0.78  -0.951
C: 5.45 -0.66 1.80  -0.744
C: 3.55 1.73 -0.36  -0.683
C: 2.30 1.81 -0.99  -0.831
O: -0.09 1.99 -2.63  -0.753
C: -1.46 2.00 -3.02  2.283
C: -1.99 3.39 -2.64  -1.974
C: -1.56 1.80 -4.52  -1.803
C: -2.15 0.81 -2.19  0.927
C: -3.26 1.24 -1.24  -2.132
C: -2.70 -0.29 -3.06  -1.707
O: -1.09 0.28 -1.40  -0.199
S: 0.09 -1.82 -3.86  -0.313
H: 1.23 -1.99 -7.44  0.354
H: 1.60 -3.35 -6.37  0.248
H: -0.10 -2.90 -6.67  0.322
H: 2.38 -0.12 -6.11  0.342
H: 2.07 1.21 -3.90  0.457
H: 1.25 -1.38 -0.58  0.415
H: 3.37 -1.53 0.68  0.340
H: 6.52 1.52 -0.27  0.320
H: 5.81 2.45 1.07  0.297
H: 7.02 1.18 1.42  0.245
H: 4.73 -0.72 2.63  0.163
H: 5.42 -1.62 1.26  0.292
H: 6.45 -0.52 2.21  0.268
H: 4.20 2.61 -0.32  0.263
H: 2.01 2.75 -1.47  0.457
H: -3.08 3.44 -2.78  0.326
H: -1.73 3.62 -1.61  0.343
H: -1.54 4.15 -3.29  0.451
H: -2.62 1.80 -4.84  0.348
H: -1.05 2.61 -5.05  0.437
H: -1.09 0.85 -4.82  0.298
H: -4.03 1.80 -1.80  0.586
H: -3.74 0.34 -0.84  0.276
H: -2.87 1.84 -0.42  0.238
H: -3.50 0.10 -3.70  0.391
H: -1.89 -0.74 -3.65  0.244
H: -3.10 -1.09 -2.43  0.360
O: -3.89 1.03 2.48  -0.337
C: -3.11 0.36 1.95  0.156
Co: -1.83 -0.53 1.14  0.508
C: -1.95 -1.86 -0.06  0.510
O: -1.84 -2.42 -1.11  -0.503
C: -0.49 0.63 1.30  0.526
O: 0.29 1.40 1.70  -0.443
C: -1.64 -1.50 3.88  0.541
C: -2.10 -0.54 4.84  0.563
C: -1.30 0.59 5.08  -0.133
C: -1.77 1.62 5.89  -0.765
C: -3.02 1.51 6.51  -0.382
C: -3.77 0.33 6.38  -0.634
C: -3.30 -0.71 5.58  -0.139
C: -1.59 -1.64 2.54  -0.010
C: -2.19 -2.39 1.32  -1.370
Co: -0.21 -2.54 3.59  0.171
C: 1.30 -1.64 3.55  0.130
O: 2.29 -1.05 3.50  -0.295
C: 0.41 -3.88 2.63  0.390
O: 0.83 -4.72 1.96  -0.309
C: -0.41 -3.28 5.14  -0.066
O: -0.67 -3.71 6.18  -0.315
H: -0.31 0.63 4.64  0.336
H: -1.15 2.51 6.04  0.404
H: -3.40 2.34 7.12  0.378
H: -4.72 0.20 6.91  0.392
H: -3.82 -1.66 5.49  0.465
H: -1.70 -3.38 1.35  0.680
H: -3.26 -2.58 1.51  0.414